Entry 1:
{"formula": "C8H18N4P", "method": "wB97M-V/def2-TZVPD", "species": ["C", "C", "C", "C", "C", "C", "C", "C", "N", "N", "N", "N", "P", "H", "H", "H", "H", "H", "H", "H", "H", "H", "H", "H", "H", "H", "H", "H", "H", "H", "H"], "coordinates": [[-1.30557, -1.65302, -0.46574], [0.56890, -1.36099, 1.17808], [-2.25710, -0.72627, 0.38828], [0.82967, -0.03895, 1.94554], [1.01018, -1.07042, -1.28255], [1.82055, 0.23552, -1.28429], [-3.17606, 1.16907, -0.74095], [2.66860, 1.98678, 0.21931], [0.03311, -1.11775, -0.17221], [-2.08185, 0.61003, 0.06720], [0.71146, 0.93785, 0.93699], [1.86462, 0.78613, 0.08013], [-0.48267, 1.22480, -0.21662], [-1.43570, -2.65423, -0.00112], [-1.63788, -1.53557, -1.47633], [1.54357, -1.79585, 1.01599], [-0.22419, -1.97462, 1.63448], [-3.23055, -1.24682, 0.41498], [-1.87611, -0.90347, 1.38955], [0.12385, 0.27250, 2.76940], [1.80692, 0.12798, 2.45257], [0.50003, -1.03580, -2.18351], [1.53076, -1.99558, -1.17700], [2.93310, 0.02331, -1.54516], [1.42354, 0.94570, -2.05970], [-2.91439, 2.04345, -1.26685], [-3.35768, 0.29052, -1.46668], [-3.94018, 1.42669, 0.10945], [2.47405, 2.69148, -0.55935], [2.37950, 2.55810, 1.23336], [3.69752, 1.77944, 0.06273]], "atomic_forces_ev_per_a": [[-0.182, 0.623, 2.620], [-0.729, -0.456, -0.577], [0.986, -3.598, 1.567], [-1.351, 1.075, 1.641], [0.250, 0.301, 1.764], [1.579, -0.464, -0.023], [-1.110, -2.056, 1.740], [-0.997, 1.451, 1.859], [-1.014, 1.101, -1.649], [2.679, 2.418, -0.985], [-0.437, 1.662, -1.313], [0.885, 1.136, 0.381], [-1.759, -1.641, 1.225], [0.064, 0.268, -0.956], [0.488, -0.408, -0.819], [0.049, -0.831, 0.390], [1.118, -0.157, 0.382], [-0.190, 1.282, -0.375], [-0.219, 0.113, 0.464], [0.094, -0.933, -0.892], [-0.369, -0.814, -0.762], [-1.224, -0.529, -1.699], [1.187, -0.409, -0.442], [-1.874, 0.358, 0.327], [0.391, -0.473, 0.619], [0.424, 1.057, -0.583], [-0.905, 1.802, 0.953], [0.560, -0.620, -2.431], [-0.649, 0.776, -0.758], [1.131, -1.623, -2.233], [1.124, -0.410, 0.565]], "mulliken_charge": [-0.638, -0.720, -0.808, -0.508, -0.595, -0.691, -0.840, -1.040, -0.065, 0.172, 0.169, -0.078, 0.011, 0.381, 0.335, 0.421, 0.442, 0.411, 0.446, 0.304, 0.314, 0.308, 0.464, 0.394, 0.365, 0.383, 0.284, 0.319, 0.364, 0.316, 0.381], "gap_ev": [8.4, 8.4], "lumo_ev": [-4.13, -4.13], "charge": 1, "de_lowest_ev": 0.6531}

Entry 2:
{"formula": "C36H51CeN2O3PS5SbSi3", "method": "wB97M-V/def2-TZVPD", "species": ["Ce", "S", "C", "S", "S", "C", "Sb", "C", "C", "C", "C", "C", "C", "N", "Si", "C", "C", "C", "C", "C", "C", "C", "C", "C", "N", "Si", "C", "C", "C", "Si", "C", "C", "C", "H", "H", "H", "H", "H", "H", "H", "H", "H", "H", "H", "H", "H", "H", "H", "H", "H", "H", "H", "H", "H", "H", "H", "H", "H", "H", "H", "H", "H", "H", "H", "H", "H", "H", "H", "H", "H", "H", "C", "P", "C", "C", "C", "C", "C", "C", "C", "C", "C", "C", "C", "C", "H", "H", "H", "H", "H", "H", "H", "H", "H", "H", "H", "H", "H", "O", "S", "O", "O", "S"], "coordinates": [[1.44846, -2.64892, 0.34921], [3.81381, -2.15870, 4.51280], [3.00790, -1.80903, 3.10939], [1.26310, -1.72332, 3.06728], [3.80933, -1.37716, 1.64707], [0.16071, 1.26380, -3.21515], [0.11048, 0.57757, -1.11237], [1.25611, -1.14594, -1.76578], [0.51302, -2.25213, -2.27673], [0.81272, -2.94220, -3.48126], [0.10909, -4.07201, -3.81439], [-0.92341, -4.51955, -2.98722], [-1.20293, -3.76659, -1.86541], [-0.53979, -2.66965, -1.51638], [3.02618, -0.83352, -2.22528], [3.63325, 0.67290, -1.23921], [3.56152, -0.40566, -4.02863], [4.04532, -2.39797, -1.80649], [-2.23793, 0.58109, -1.21985], [-2.56052, -0.33497, -0.08110], [-3.82880, -0.41401, 0.51191], [-4.08302, -1.38201, 1.46420], [-3.06132, -2.24761, 1.83478], [-1.80910, -2.03760, 1.28966], [-1.56674, -1.10476, 0.36945], [-2.68530, 2.38209, -0.76487], [-2.20343, 2.74833, 1.02016], [-4.54026, 2.86163, -0.87641], [-1.84404, 3.71503, -1.83099], [-3.15544, 0.02498, -2.79414], [-4.99587, -0.37607, -2.43714], [-3.29229, 1.40286, -4.11172], [-2.57418, -1.49623, -3.75027], [1.18483, 1.57115, -3.42712], [-0.51569, 2.09482, -3.39730], [-0.08598, 0.42460, -3.86560], [1.61607, -2.57272, -4.10540], [0.34637, -4.61424, -4.72335], [-1.46347, -5.43183, -3.19893], [-2.01154, -4.04780, -1.19256], [3.10290, 1.58224, -1.53406], [4.70214, 0.83623, -1.38246], [3.46521, 0.50616, -0.17409], [3.07830, 0.50146, -4.39534], [3.33566, -1.20939, -4.73192], [4.64035, -0.24000, -4.06175], [4.21765, -2.48440, -0.72664], [5.02134, -2.41747, -2.29403], [3.49841, -3.28833, -2.12579], [-4.59502, 0.28524, 0.21381], [-5.07153, -1.47510, 1.89824], [-3.21477, -3.04747, 2.54498], [-0.96440, -2.65197, 1.60720], [-2.88920, 2.29470, 1.73438], [-2.17249, 3.82176, 1.21070], [-1.21339, 2.34927, 1.23071], [-5.15415, 2.35796, -0.12887], [-4.96743, 2.64953, -1.85661], [-4.63884, 3.93479, -0.70321], [-0.76153, 3.66403, -1.70881], [-2.17875, 4.71027, -1.53517], [-2.06613, 3.60310, -2.89137], [-5.52663, 0.46870, -1.99708], [-5.09827, -1.22054, -1.75541], [-5.50815, -0.63862, -3.36484], [-3.76762, 2.30441, -3.72513], [-3.89740, 1.04906, -4.94805], [-2.31960, 1.68721, -4.51088], [-2.85189, -2.41277, -3.23475], [-1.49384, -1.52301, -3.88502], [-3.03823, -1.51403, -4.73861], [1.86099, 2.98242, 1.56186], [1.79905, 1.20740, 2.19464], [0.39725, 1.52496, 3.37124], [-0.76159, 0.78117, 3.18601], [-1.86780, 0.95367, 4.00283], [-1.82782, 1.88920, 5.02467], [-0.68292, 2.64964, 5.21261], [0.42482, 2.46746, 4.39664], [3.17967, 1.42908, 3.39605], [4.37642, 2.00898, 2.97604], [5.39582, 2.25955, 3.87813], [5.24609, 1.91875, 5.21591], [4.08740, 1.28453, 5.62902], [3.06467, 1.03225, 4.72555], [2.67035, 3.08002, 0.83715], [2.01615, 3.69935, 2.36908], [0.92565, 3.20758, 1.04692], [-0.77050, 0.04926, 2.39500], [-2.75259, 0.35027, 3.83788], [-2.68516, 2.02997, 5.67277], [-0.65020, 3.38620, 6.00789], [1.31952, 3.04922, 4.57971], [4.52578, 2.24762, 1.93037], [6.31415, 2.72116, 3.53352], [6.04195, 2.12637, 5.92174], [3.97890, 0.94881, 6.65265], [2.17888, 0.50356, 5.04959], [0.43205, -4.51836, 0.96463], [1.50723, -5.24792, 0.20392], [1.17110, -6.62877, -0.05278], [1.70416, -4.43875, -1.03964], [3.17052, -4.97627, 1.22339]], "atomic_forces_ev_per_a": [[1.269, 4.589, 1.236], [0.202, -0.205, 0.273], [-0.086, 0.156, -0.076], [-0.205, -0.346, 0.382], [0.115, -0.286, -0.286], [0.077, 0.115, 0.371], [-0.196, 0.303, -1.072], [0.058, 0.525, -0.287], [-0.673, 0.105, -0.633], [0.083, -0.070, 0.140], [0.020, 0.035, -0.006], [0.006, 0.029, 0.111], [-0.105, -0.221, -0.097], [0.591, -0.335, -0.373], [0.609, 0.267, -0.125], [-0.211, -0.317, -0.061], [-0.458, -0.140, 0.214], [-0.477, 0.354, -0.013], [0.283, -0.062, -0.184], [-0.155, 0.000, 0.187], [0.047, -0.042, 0.055], [0.062, -0.030, -0.090], [-0.007, -0.018, 0.079], [0.041, -0.078, -0.040], [0.051, 0.264, 0.418], [-0.196, 0.666, 0.211], [-0.018, -0.200, -0.371], [0.230, -0.349, -0.121], [0.045, -0.481, -0.012], [-0.528, 0.004, -0.617], [0.317, 0.094, 0.196], [0.233, -0.016, 0.345], [0.189, 0.275, 0.355], [0.035, 0.036, -0.044], [0.065, 0.044, -0.059], [-0.020, -0.043, 0.030], [-0.021, -0.033, -0.046], [0.039, 0.007, 0.011], [-0.060, 0.039, 0.004], [0.046, -0.083, -0.001], [0.001, 0.077, -0.065], [0.068, -0.007, -0.091], [-0.025, 0.044, 0.059], [-0.063, 0.041, -0.017], [-0.014, -0.040, -0.052], [0.065, -0.024, 0.137], [0.050, -0.074, -0.076], [0.031, 0.152, -0.021], [0.055, -0.048, 0.000], [-0.093, -0.069, -0.053], [0.008, 0.026, 0.032], [0.013, 0.024, 0.052], [-0.315, 0.077, 0.092], [-0.033, -0.033, 0.042], [-0.059, 0.094, -0.062], [0.051, 0.024, 0.063], [-0.018, -0.042, 0.037], [-0.045, 0.016, -0.038], [0.120, 0.069, 0.045], [0.070, 0.084, -0.014], [-0.063, -0.022, 0.195], [0.017, -0.019, -0.055], [-0.038, 0.033, 0.030], [0.000, -0.065, 0.019], [0.104, 0.003, -0.130], [-0.032, 0.050, 0.015], [-0.059, -0.155, 0.029], [0.054, 0.004, -0.030], [-0.028, -0.028, 0.020], [0.050, -0.029, -0.042], [-0.102, 0.123, -0.005], [0.009, -0.168, -0.006], [-0.127, 0.919, 0.173], [0.020, -0.061, -0.130], [0.079, 0.040, 0.184], [-0.047, -0.020, 0.024], [-0.102, -0.019, -0.031], [0.075, 0.117, 0.073], [-0.192, 0.041, -0.023], [-0.036, -0.111, 0.027], [0.008, -0.043, 0.059], [0.071, 0.075, -0.046], [0.026, 0.008, 0.029], [-0.031, -0.030, 0.033], [0.136, 0.014, -0.087], [0.022, -0.004, -0.037], [-0.012, 0.050, -0.015], [-0.023, -0.019, -0.014], [-0.056, -0.081, -0.047], [-0.028, -0.008, 0.012], [-0.007, -0.009, 0.009], [0.017, -0.008, 0.012], [0.008, 0.021, -0.045], [-0.033, 0.049, -0.025], [0.016, -0.016, 0.000], [0.008, -0.039, 0.008], [0.018, 0.010, 0.027], [-0.018, -0.009, 0.032], [-1.189, -1.207, 0.187], [0.845, -3.993, 0.237], [-0.256, 0.265, -0.126], [-0.216, -0.691, -0.735], [-0.056, 0.091, 0.118]], "mulliken_charge": [0.149, -0.399, 0.665, -0.498, -0.477, -1.186, 0.182, 0.393, -0.373, -0.396, -0.792, -1.153, -0.937, 1.625, -0.125, -0.451, -1.368, -1.017, 2.833, -1.934, -0.194, -1.379, -1.376, -0.234, 1.204, 0.353, -0.251, -1.252, -1.264, 0.292, -1.356, -1.110, -0.850, 0.353, 0.355, 0.227, 0.070, 0.409, 0.393, 0.282, 0.283, 0.522, -0.469, 0.315, 0.399, 0.398, 0.253, 0.492, 0.270, 0.477, 0.369, 0.564, 0.202, 0.246, 0.580, -0.620, 0.370, 0.310, 0.450, 0.295, 0.476, 0.380, 0.292, 0.360, 0.417, 0.275, 0.451, 0.368, 0.274, -0.005, 0.585, -1.245, 1.403, 0.156, -0.868, -0.419, -0.774, -0.835, -0.238, 0.383, -0.488, -0.537, -0.525, -0.623, -0.677, 0.446, 0.446, 0.151, 0.689, 0.426, 0.344, 0.363, 0.412, 0.187, 0.368, 0.334, 0.376, 0.547, -0.367, 0.969, -0.810, -0.209, -0.379], "spin_multiplicity": 2, "gap_ev": [5.4, 5.4], "lumo_ev": [3.84, 3.84], "charge": -2, "de_lowest_ev": 0.0000}

Entry 3:
{"formula": "C14H34BN2O11V", "method": "wB97M-V/def2-TZVPD", "species": ["O", "V", "C", "O", "O", "O", "C", "O", "O", "O", "B", "H", "H", "H", "H", "C", "O", "C", "C", "N", "C", "C", "O", "C", "H", "H", "H", "H", "H", "H", "H", "H", "H", "H", "H", "H", "H", "H", "H", "C", "O", "C", "C", "N", "C", "C", "O", "C", "H", "H", "H", "H", "H", "H", "H", "H", "H", "H", "H", "H", "H", "H", "H"], "coordinates": [[1.73442, -20.04362, 15.81775], [1.80827, -20.21133, 17.38747], [4.28427, -20.85660, 18.39510], [5.10385, -19.95528, 18.65864], [4.04763, -21.05396, 17.19570], [3.21537, -20.57643, 18.97374], [1.64134, -17.62969, 18.24500], [0.78487, -18.48571, 18.22582], [1.98046, -17.18442, 19.34218], [2.59198, -18.05024, 17.56823], [0.43561, -21.94709, 17.54202], [0.76834, -21.72870, 18.54493], [0.04853, -21.02887, 17.12814], [1.31630, -22.18453, 16.96562], [-0.27241, -22.73026, 17.31931], [1.76065, -20.30987, 12.01501], [2.88833, -20.03509, 11.13379], [3.04374, -21.00815, 10.15754], [4.21149, -20.75867, 9.15889], [5.45300, -20.93377, 9.87053], [6.62207, -20.75224, 8.97600], [7.97644, -20.66797, 9.70091], [7.87820, -19.78665, 10.84932], [9.08870, -19.66625, 11.60699], [0.78629, -20.04197, 11.60638], [1.89144, -19.68248, 12.89670], [1.83147, -21.38298, 12.19252], [2.09295, -21.05491, 9.62657], [3.24195, -22.00370, 10.55462], [4.10038, -19.77107, 8.71122], [4.02063, -21.44413, 8.33317], [5.70182, -20.17637, 10.49063], [6.31909, -19.84192, 8.45869], [6.65053, -21.50249, 8.18581], [8.69087, -20.38466, 8.92799], [8.34320, -21.66263, 9.95440], [9.98215, -19.67619, 10.98269], [9.15417, -20.50689, 12.29776], [9.04919, -18.72457, 12.15450], [6.16824, -25.50303, 11.31520], [6.17535, -24.65006, 12.55395], [4.88184, -24.17659, 12.94481], [4.90625, -23.34035, 14.25194], [6.13109, -22.54842, 14.37839], [6.31700, -21.49938, 13.43607], [5.41715, -20.29243, 13.67562], [5.87855, -19.51886, 14.73415], [5.16460, -18.32003, 15.08563], [5.38422, -26.24885, 11.44623], [7.02635, -26.12118, 11.05128], [5.89951, -24.79276, 10.53328], [4.21506, -25.02776, 13.08268], [4.44586, -23.61062, 12.12158], [4.83774, -24.00692, 15.11164], [3.96860, -22.78458, 14.24879], [6.89787, -23.13288, 14.07746], [6.11083, -21.94091, 12.46106], [7.36792, -21.21471, 13.48718], [4.37995, -20.61535, 13.76514], [5.47398, -19.90041, 12.66014], [4.10651, -18.56741, 14.99987], [5.30808, -17.52105, 14.35819], [5.36441, -17.98308, 16.10280]], "atomic_forces_ev_per_a": [[-0.002, -0.044, -0.661], [3.223, 3.528, 0.648], [-0.644, 7.914, -2.158], [6.577, -0.668, 2.246], [-0.200, -4.714, -5.966], [-7.702, -2.061, 5.083], [5.901, -3.059, 3.997], [-10.030, -5.405, -1.020], [-1.076, 5.917, 3.322], [5.085, 0.133, -6.262], [-0.523, -0.689, 0.446], [0.778, 0.245, 4.214], [-2.072, 3.271, -1.571], [3.361, -1.176, -2.123], [-2.854, -3.019, -0.292], [1.491, 0.152, -0.397], [-0.314, 0.679, 0.593], [0.103, -0.042, -1.135], [-1.338, 0.620, 1.668], [1.789, -0.967, -0.659], [-0.782, 0.116, 0.169], [-0.911, 0.004, -0.063], [0.764, -0.271, -1.158], [-0.756, -0.368, -0.366], [-0.058, -0.084, -0.638], [0.180, -0.497, 0.221], [-0.449, 0.055, 0.689], [-0.274, -0.261, -0.599], [-0.049, -0.202, 0.480], [0.036, 0.554, -0.094], [0.661, -0.503, 0.093], [-1.265, 0.137, 0.871], [1.048, 0.666, -0.483], [0.174, -0.430, 0.112], [0.387, 0.816, 0.100], [-0.376, -0.234, 0.600], [0.043, 0.051, -0.317], [0.091, 0.009, 0.192], [-0.142, -0.113, 0.053], [-1.653, 1.534, 1.608], [0.999, -1.531, -0.900], [-0.077, -0.309, -0.456], [0.864, -0.575, -0.709], [0.217, -0.974, 1.047], [-1.058, 0.488, 0.301], [0.348, -0.558, -0.788], [0.890, 0.720, 0.121], [-1.123, -1.298, -0.792], [-0.460, 0.036, -0.116], [0.707, 0.831, 0.677], [0.130, -0.377, -0.452], [-0.199, -0.326, 0.130], [0.092, 0.329, -0.258], [0.137, 0.011, 0.047], [0.281, 0.517, 0.247], [-0.059, -0.945, 0.736], [0.008, 0.642, -0.789], [0.004, 0.280, -0.080], [-0.265, 0.003, 0.528], [-0.121, 1.542, -0.132], [-0.289, 0.128, 0.568], [0.571, 0.281, -0.296], [0.184, -0.507, -0.078]], "mulliken_charge": [-0.476, 0.839, 0.731, -0.725, -0.637, -0.747, 0.799, -0.765, -0.760, -0.601, -0.051, -0.065, 0.011, -0.166, -0.316, -0.657, -0.297, -0.463, -1.544, 0.834, -1.724, -1.843, 0.521, -1.208, 0.311, 0.186, 0.314, 0.534, 0.109, 0.560, 0.591, -0.063, 0.223, 0.803, 0.651, 0.182, 0.566, 0.364, 0.203, -2.163, 0.182, -0.142, -0.472, -0.278, -0.404, -0.115, -0.412, -0.713, 0.166, 0.800, 0.287, 0.685, -0.132, 0.392, 0.117, 0.298, 0.618, -0.062, -0.034, 0.387, 0.171, 0.329, 0.273], "spin_multiplicity": 3, "gap_ev": [2.4, 3.1], "lumo_ev": [7.71, 7.98], "charge": -4}

Electronic energy across the listed records, respectively: -23827.0053, -153853.8148, -66916.8247 eV.